w.
Here is one molecule with the formula C9H15ClSi from the OMol25 dataset. Energies are from the ωB97M-V functional and the def2-TZVPD basis.

```
26
Properties=species:S:1:pos:R:3:mulliken_charge:R:1
C -0.8152 -1.2817 -2.1682 -1.566
C -0.0399 -0.3439 -1.3063 0.937
C 1.0639 -0.7496 -0.5821 -1.508
C 1.6650 0.3925 0.0576 1.218
Cl 3.4037 0.5916 -0.0447 -0.200
Si 0.8143 0.5107 1.8494 0.485
C 1.8620 -0.6458 3.0405 -1.101
C -1.0444 -0.0439 1.8721 -1.026
C 0.8324 1.6772 -0.7223 -1.254
C -0.1583 1.0751 -1.4218 0.794
C -1.1277 1.8633 -2.3176 -1.252
H -1.7481 -1.5121 -1.6791 0.334
H -0.2728 -2.1425 -2.3753 0.423
H -1.2261 -0.7699 -3.0443 0.330
H 1.3810 -1.7437 -0.4224 0.457
H 0.6691 1.8421 2.2384 -0.249
H 2.6843 -1.1171 2.4472 0.303
H 2.3553 -0.0551 3.8081 0.325
H 1.2293 -1.4151 3.3998 0.345
H -1.2249 -1.1256 2.0988 0.318
H -1.7692 0.4931 2.5792 0.343
H -1.4655 0.1287 0.9222 0.274
H 1.0704 2.7674 -0.7475 0.329
H -0.9650 1.6557 -3.3706 0.325
H -0.8977 3.0015 -2.1693 0.321
H -2.1833 1.4773 -2.1634 0.295
```

Calculated values
SMILES	CC1=CC(Cl)([SiH](C)C)C=C1C
multiplicity	1
total charge	0
Kohn-Sham gap	8.839	eV
molecular weight	186.76	g/mol
lowest unoccupied orbital energy	0.6	eV


x.
Here is one molecule with the formula C9H15ClSi from the OMol25 dataset. Energies are from the ωB97M-V functional and the def2-TZVPD basis.

```
26
Properties=species:S:1:pos:R:3:mulliken_charge:R:1
C -1.7530 -0.1243 -1.6832 -1.845
C -0.8149 -0.1824 -0.5911 0.391
C -1.2386 -0.3513 0.6666 0.659
C -2.6163 -0.5754 0.9284 -1.468
Si 0.2634 -0.1929 1.7781 0.646
C 0.2977 0.8466 3.2497 -1.171
Cl 0.6014 -2.2607 2.8795 -0.423
C 1.4198 -0.0279 0.2788 0.433
C 2.9196 -0.1215 0.1971 -1.104
C 0.6069 -0.0310 -0.8019 0.417
C 1.1373 0.0407 -2.2253 -1.468
H -1.5689 -1.0753 -2.1458 0.406
H -1.5435 0.5401 -2.4643 0.440
H -2.8462 -0.0871 -1.4813 0.284
H -2.9649 -0.1938 1.8812 0.345
H -2.9053 -1.6209 0.9175 0.307
H -3.2606 -0.1417 0.1358 0.319
H -0.5281 0.7624 3.9077 0.381
H 1.1548 0.7387 3.9700 0.335
H 0.3176 1.9802 3.1211 0.383
H 3.2711 -1.0021 0.8918 0.233
H 3.3502 0.8577 0.5429 0.273
H 3.0690 -0.4058 -0.8982 0.300
H 1.2121 1.0826 -2.6205 0.285
H 0.5513 -0.5575 -3.0137 0.323
H 2.1818 -0.2522 -2.1254 0.319
```

Calculated values
SMILES	CC1=C(C)[Si](C)(Cl)C(C)=C1C
multiplicity	1
total charge	0
Kohn-Sham gap	8.301	eV
molecular weight	186.76	g/mol
lowest unoccupied orbital energy	0.2	eV


Most stable: x. Least stable: w.


w.
Here is a 3-piece molecular cluster, C2H2Cl2O3 overall from the OMol25 dataset. Energies are from the ωB97M-V functional and the def2-TZVPD basis.

```
9
Properties=species:S:1:pos:R:3:mulliken_charge:R:1
C 1.2119 1.4284 0.2724 0.061
C -0.6028 -0.7373 0.8726 0.722
O 2.1846 1.8567 0.6588 -0.119
O -1.1306 0.0818 -0.0430 -0.471
O 0.3774 -0.5812 1.5140 -0.393
Cl 0.6518 -0.5366 -2.2683 -0.232
Cl -1.6528 -2.1963 1.1770 -0.173
H -0.5623 0.8297 -0.2262 0.310
H -0.4773 -0.1451 -1.9573 0.295
```

Calculated values
multiplicity	1
total charge	0
Kohn-Sham gap	11.807	eV
molecular weight	144.94	g/mol
lowest unoccupied orbital energy	0.4	eV


x.
Here is a 2-piece molecular cluster, C2H2Cl2O3 overall from the OMol25 dataset. Energies are from the ωB97M-V functional and the def2-TZVPD basis.

```
9
Properties=species:S:1:pos:R:3:mulliken_charge:R:1
C -1.4693 0.0099 0.3817 0.367
C 0.7591 0.0902 -0.1212 0.497
O -1.9929 0.7739 1.0679 -0.331
O 1.3978 -0.3230 0.9993 -0.418
O 0.9099 -0.7085 -1.0787 -0.469
Cl -2.1774 -1.2617 -0.6524 -0.217
Cl 0.9722 1.8483 -0.3282 -0.175
H 1.3484 0.4554 1.5447 0.337
H 0.2522 -0.8845 -1.8131 0.409
```

Calculated values
multiplicity	1
total charge	0
Kohn-Sham gap (spin up / spin down)	8.540 / 8.542	eV
molecular weight	144.94	g/mol
lowest unoccupied orbital energy (spin up / spin down)	0.0 / 0.0	eV


Most stable: w. Least stable: x.


w.
Here is C19H26BN2O2SeSi2Sn as an isolated structure from the OMol25 dataset. Energies are from the ωB97M-V functional and the def2-TZVPD basis.

```
54
Properties=species:S:1:pos:R:3:mulliken_charge:R:1
Sn -0.1407 1.4272 0.2648 -0.053
C -0.9638 -1.1994 -4.2850 -1.182
Si -1.2728 0.1230 -2.9542 0.141
C -0.5148 1.6607 -3.7555 -1.051
C -3.1561 0.2592 -2.6348 -0.799
C -0.2030 -0.2922 -1.4182 1.511
C 1.2149 -0.2052 -1.6237 -0.375
C 2.0046 -1.1887 -2.2717 -0.503
C 3.3369 -0.9283 -2.5336 -0.394
C 3.8735 0.3148 -2.2163 -0.725
C 3.0404 1.2545 -1.5593 -0.614
N 1.7897 0.9610 -1.1965 -0.163
Si -0.9918 -1.5916 -0.3501 -0.013
C 0.4159 -2.0830 0.8855 -0.646
C -2.3908 -1.1609 0.8278 -0.664
C -1.6476 -3.0916 -1.2640 -1.066
H -1.1710 -0.7459 -5.2947 0.342
H -1.4890 -2.1777 -4.1634 0.248
H 0.0869 -1.3992 -4.2837 0.374
H -1.2980 2.0739 -4.4290 0.298
H 0.4275 1.4638 -4.3088 0.269
H -0.2366 2.4408 -3.0809 0.259
H -3.6099 0.5895 -3.6218 0.336
H -3.3478 1.0395 -1.9082 0.173
H -3.7065 -0.6660 -2.4030 0.314
H 1.5580 -2.1806 -2.5011 0.298
H 3.9213 -1.7399 -2.9430 0.429
H 4.8923 0.6133 -2.3985 0.389
H 3.3033 2.2966 -1.4609 0.492
H 0.7559 -1.1976 1.4988 -0.029
H 1.3161 -2.5015 0.4042 0.328
H 0.0666 -2.8137 1.5995 0.435
H -2.0753 -0.4351 1.6085 0.056
H -2.7318 -2.0679 1.2931 0.368
H -3.1820 -0.7495 0.1858 0.289
H -0.8867 -3.5260 -1.9339 0.283
H -2.5863 -2.9651 -1.8341 0.310
H -1.9272 -3.8964 -0.4972 0.261
Se -2.5794 2.8698 0.2462 -0.334
C -1.6932 3.9108 -1.0416 0.398
N -1.1203 4.5680 -1.8042 -0.645
O -0.4480 0.3095 3.4555 -0.811
B 0.4044 0.5719 2.3393 0.989
O 1.7162 0.9371 2.9792 -0.694
C 1.5220 1.0242 4.3586 0.956
C 2.3605 1.4778 5.3120 -0.947
C 1.8373 1.5554 6.6148 -0.287
C 0.6135 1.0838 6.9631 -0.717
C -0.2229 0.5244 5.9308 -0.820
C 0.2404 0.5139 4.6677 0.356
H 3.3950 1.8097 5.0854 0.399
H 2.4660 2.0063 7.3722 0.336
H 0.2219 1.0020 7.9363 0.410
H -1.1879 0.1206 6.1416 0.484
```

Calculated values
multiplicity	1
total charge	-1
Kohn-Sham gap	5.394	eV
molecular weight	579.08	g/mol
lowest unoccupied orbital energy	2.7	eV


x.
Here is C19H26BN2O2SeSi2Sn as an isolated structure from the OMol25 dataset. Energies are from the ωB97M-V functional and the def2-TZVPD basis.

```
54
Properties=species:S:1:pos:R:3:mulliken_charge:R:1
Sn 0.3300 -0.6445 -1.0547 0.544
C -0.6036 2.7330 -3.3183 -1.198
Si -1.8224 2.0332 -2.0203 0.630
C -2.7269 3.6443 -1.3641 -1.266
C -2.9279 0.8364 -2.9952 -1.028
C -0.9554 1.1816 -0.4552 1.217
C 0.2265 1.8651 0.0485 -0.624
C 0.1973 3.0195 0.8275 -0.250
C 1.3457 3.5369 1.4457 -0.686
C 2.6183 2.8790 1.1739 -0.536
C 2.6105 1.6602 0.4917 -0.592
N 1.4614 1.1464 -0.0426 -0.057
Si -2.0503 0.3225 0.8059 0.586
C -3.2917 1.5308 1.5095 -1.142
C -1.0568 -0.3705 2.2667 -0.914
C -3.0078 -1.1015 0.0116 -1.100
H -1.0937 3.5370 -3.8857 0.407
H -0.2351 2.0027 -4.0800 0.270
H 0.3229 3.0714 -2.8173 0.278
H -2.2918 4.4600 -1.8713 0.443
H -2.7113 3.7642 -0.2485 0.238
H -3.8199 3.5451 -1.6404 0.316
H -2.9095 0.9158 -4.0881 0.357
H -4.0092 1.0847 -2.7414 0.269
H -2.6754 -0.1873 -2.7923 0.155
H -0.8158 3.4100 1.0801 0.050
H 1.3413 4.4289 2.0006 0.496
H 3.6322 3.1551 1.5267 0.304
H 3.5366 1.1741 0.2428 0.446
H -2.7172 2.3983 1.8368 0.259
H -3.9401 1.0378 2.2474 0.345
H -3.9183 1.8354 0.6828 0.270
H -1.2456 0.3734 3.0673 0.306
H 0.0380 -0.3425 2.0417 0.083
H -1.3869 -1.3483 2.7007 0.335
H -2.5051 -2.0439 0.2092 0.292
H -3.0380 -0.9114 -1.0752 0.214
H -4.0153 -1.1419 0.3973 0.375
Se 1.1014 -0.5888 -3.5126 -0.348
C -0.1418 -2.0151 -3.4154 0.361
N -0.9575 -2.8729 -3.4886 -0.689
O 1.1821 -3.6319 0.5507 -0.702
B 1.3203 -2.2009 0.3308 0.541
O 2.4961 -1.8740 1.1659 -0.392
C 3.1400 -3.0299 1.4638 0.584
C 4.4093 -3.1119 1.9577 -0.954
C 4.8708 -4.3916 2.1940 -0.172
C 4.0447 -5.5440 2.0655 -0.625
C 2.7739 -5.4152 1.3984 -0.881
C 2.3259 -4.1229 1.1082 0.724
H 5.0675 -2.3337 1.9762 0.503
H 5.9582 -4.5317 2.5190 0.252
H 4.4316 -6.5537 2.2362 0.336
H 2.0875 -6.2727 1.3263 0.371
```

Calculated values
multiplicity	1
total charge	-1
Kohn-Sham gap (spin up / spin down)	4.323 / 3.817	eV
molecular weight	579.08	g/mol
lowest unoccupied orbital energy (spin up / spin down)	2.7 / 2.6	eV


Most stable: w. Least stable: x.


w.
Here is one molecule with the formula C10H13N from the OMol25 dataset. Energies are from the ωB97M-V functional and the def2-TZVPD basis.

```
24
Properties=species:S:1:pos:R:3:mulliken_charge:R:1
N 2.5812 -1.2594 -0.2685 -0.654
C 1.0733 -0.9895 -0.5285 -0.097
C 0.9751 0.0328 -1.7249 -0.744
C -0.4537 0.5515 -2.0813 -0.612
C -1.6812 -0.2695 -1.1213 -1.041
C -1.1286 -0.0120 0.2857 0.847
C -1.8991 0.6082 1.2206 -0.544
C -1.2284 1.0611 2.3471 -0.178
C 0.2245 0.7795 2.7245 -1.091
C 0.7463 0.0784 1.8514 -0.271
C 0.1501 -0.4019 0.6351 0.523
H 2.6372 -0.4758 0.5832 0.380
H 2.5919 -2.3215 0.2234 0.361
H 0.4310 -1.7780 -0.6130 0.395
H 1.6639 0.8878 -1.9285 0.283
H 1.4293 -0.2315 -2.7434 0.386
H -0.4646 1.6524 -2.1893 0.349
H -0.6396 0.0989 -3.2255 0.277
H -2.7721 -0.0330 -1.3681 0.300
H -1.4485 -1.2577 -1.7262 0.247
H -3.0960 0.5800 1.2694 0.224
H -2.0883 1.8266 2.8614 0.135
H 0.5139 1.1145 3.6633 0.516
H 1.8824 -0.2421 1.8533 0.007
```

Calculated values
SMILES	N[C@@H]1CCCc2ccccc21
multiplicity	1
total charge	0
Kohn-Sham gap	9.572	eV
molecular weight	147.22	g/mol
lowest unoccupied orbital energy	0.9	eV


x.
Here is one molecule with the formula C10H13N from the OMol25 dataset. Energies are from the ωB97M-V functional and the def2-TZVPD basis.

```
24
Properties=species:S:1:pos:R:3:mulliken_charge:R:1
C 3.5600 0.2820 -1.0379 -0.752
N 2.7552 -0.7923 -0.4480 -0.582
C 1.6306 -0.6789 0.0012 0.557
C 0.4646 -1.2084 0.5145 -0.169
C -0.5888 -2.0090 0.3799 -0.522
C -1.9217 -1.2952 0.4078 -0.796
C -1.7548 -0.0355 -0.3379 0.526
C -3.0451 0.3348 -1.0035 -1.593
C -0.7571 0.8514 -0.1459 -0.896
C 0.3674 0.2915 0.6696 0.965
C 1.0330 1.2573 1.5910 -1.359
H 4.6286 0.3933 -0.5427 0.246
H 2.9771 1.3224 -1.0677 0.224
H 3.6041 0.0990 -2.0268 0.393
H -0.4438 -3.1251 0.0890 0.286
H -2.7600 -1.9954 0.0560 0.372
H -2.3720 -1.1294 1.3398 0.382
H -3.9229 0.2867 -0.3333 0.348
H -3.1795 -0.3712 -1.7036 0.436
H -3.2112 1.3537 -1.4775 0.307
H -0.5807 1.7611 -0.4798 0.599
H 2.0976 1.0458 1.6499 0.366
H 0.5960 1.0032 2.5385 0.342
H 0.8237 2.3581 1.3675 0.318
```

Calculated values
SMILES	C/N=C1/C2=CCC(C)=C[C@@]21C
multiplicity	1
total charge	0
Kohn-Sham gap	8.059	eV
molecular weight	147.22	g/mol
lowest unoccupied orbital energy	0.7	eV


Most stable: x. Least stable: w.